No. 1
The following is a DFT calculation (ωB97M-V/def2-TZVPD) of a structure of composition C24H53GeN3O11PTeTi.

```
! wB97M-V def2-TZVPD RIJCOSX def2/J DEFGRID3
* xyz 0 2
Ti 0.1012 0.2121 -0.1766
C -4.6579 -1.8276 -0.7677
N -3.8365 -0.6244 -0.7703
C -4.0096 0.1633 -1.9809
C -2.4724 -0.7711 -0.3899
O -1.8179 0.4072 -0.3094
C -2.3011 -1.5067 0.9435
O -0.9061 -1.3529 1.2507
C -0.6514 -0.9401 2.5809
C -0.8637 0.5561 2.5942
O -0.3692 1.1747 1.6353
N -1.5391 1.1716 3.5561
C -1.6214 2.6274 3.5383
C -1.9332 0.4975 4.7878
H -5.6976 -1.5232 -0.8898
H -4.3987 -2.5288 -1.5675
H -4.5798 -2.3471 0.1864
H -5.0666 0.4054 -2.0886
H -3.4454 1.0863 -1.8865
H -3.6788 -0.3736 -2.8813
H -2.9257 -0.9918 1.6781
H -2.5331 -2.5686 0.8967
H -1.2462 -1.5346 3.2695
H 0.4126 -1.1183 2.7542
H -1.5828 2.9850 2.5121
H -2.5584 2.9305 4.0012
H -0.7900 3.0724 4.0911
H -2.3638 -0.4796 4.5873
H -1.0942 0.3830 5.4776
H -2.6947 1.1006 5.2752
C 2.3181 2.6986 1.9675
C 2.6950 1.2525 2.2560
C 2.2232 0.8391 3.6518
C 4.2232 1.1314 2.2182
O 2.0861 0.4172 1.2624
Ge 3.0223 -0.9609 0.3688
O 1.6759 -2.0843 0.9593
C 1.6923 -3.5012 1.0961
C 1.1023 -3.8118 2.4725
C 3.1087 -4.0742 1.0175
C 0.8097 -4.1398 0.0271
O 1.9245 -0.1900 -1.0926
C 2.3714 -0.4276 -2.4515
C 2.4311 -1.9212 -2.7454
C 3.7531 0.2168 -2.5901
C 1.4334 0.2614 -3.4313
H 2.8108 3.3726 2.6714
H 1.2436 2.8497 2.0323
H 2.6320 2.9634 0.9557
H 2.7716 1.3988 4.4114
H 2.4028 -0.2267 3.8131
H 1.1623 1.0524 3.7928
H 4.6590 1.8277 2.9361
H 4.6037 1.3774 1.2251
H 4.5579 0.1249 2.4770
H 1.6829 -3.3177 3.2553
H 1.1040 -4.8858 2.6644
H 0.0692 -3.4578 2.5147
H 3.7535 -3.6192 1.7729
H 3.5497 -3.8914 0.0359
H 3.0874 -5.1528 1.1839
H -0.1692 -3.6627 0.0116
H 0.6824 -5.2072 0.2226
H 1.2536 -4.0258 -0.9592
H 3.1333 -2.4239 -2.0754
H 2.7755 -2.0821 -3.7688
H 1.4438 -2.3609 -2.6263
H 4.4940 -0.2842 -1.9663
H 3.6923 1.2665 -2.2942
H 4.0875 0.1620 -3.6278
H 0.4215 -0.1265 -3.3445
H 1.7889 0.0870 -4.4483
H 1.4374 1.3306 -3.2360
O -1.8630 -2.7847 -1.5812
N -1.6511 -1.5707 -1.4040
O -0.3404 -1.1573 -1.3547
C -1.4570 2.0846 -4.1016
C -0.4678 3.2111 -3.8945
O -0.6440 3.8191 -2.6041
P 0.1606 3.3834 -1.2967
O 0.0615 1.8613 -1.1530
Te -0.5513 4.8316 0.3827
O 1.7036 3.5328 -1.7184
C 2.2904 4.8168 -1.9710
C 3.7881 4.6302 -2.0491
H -1.3046 1.6265 -5.0804
H -2.4766 2.4676 -4.0513
H -1.3298 1.3251 -3.3324
H -0.6324 4.0136 -4.6132
H 0.5611 2.8663 -4.0047
H 2.0144 5.5022 -1.1665
H 1.8916 5.2101 -2.9100
H 4.1674 4.2219 -1.1120
H 4.2730 5.5896 -2.2320
H 4.0513 3.9464 -2.8570
*
```

Values from the calculation:
- Energy relative to the best compared isomer or geometry (same formula, charge and spin): 32.88 kcal/mol
- Orbital gap (alpha / beta): 0.2543 / 0.2516 Eh
- Lowest unoccupied orbital energy (alpha / beta): -0.22 / -0.30 eV
- ⟨S²⟩: 0.76
- F_max: 0.7 eV/Å
- Total energy: -5474.12376 Ha

No. 2
The following is a DFT calculation (ωB97M-V/def2-TZVPD) of a cluster of 3 separate species, C24H54BFN8O in total at a distorted geometry.

```
! wB97M-V def2-TZVPD RIJCOSX def2/J DEFGRID3
* xyz 0 1
C 2.9721 -0.0793 -0.1090
B 1.7704 0.3686 -1.0373
O 1.1135 -0.5675 -1.7541
C 1.2899 1.9053 -1.2396
C 0.5526 1.8542 -2.4898
N -0.0350 1.8668 -3.5081
C 2.5622 2.7429 -1.5527
C 2.3773 3.9456 -2.4964
N 3.5343 4.8570 -2.4258
C 0.4389 2.3438 0.0098
C -0.2631 1.1340 0.4623
N -0.8825 0.2167 0.8022
C 1.4188 2.6237 1.2072
C 1.5738 4.0609 1.6989
C 2.3065 5.0227 0.8071
F 3.6624 4.7926 0.8471
C -0.5678 3.4872 -0.1132
C -1.8181 3.3890 -1.0261
N -1.6690 4.0539 -2.3182
N -2.2534 2.0524 -1.2821
N -2.9343 4.1544 -0.3672
H 3.0857 -1.1516 -0.1401
H 3.8832 0.4308 -0.3888
H 2.7197 0.1471 0.9199
H 1.1960 -1.4293 -1.3462
H 3.2276 2.0802 -2.0958
H 3.1155 3.0628 -0.6839
H 1.5192 4.5390 -2.2061
H 2.3209 3.6011 -3.5123
H 4.3450 4.3743 -2.7895
H 3.7480 5.0806 -1.4646
H 2.4069 2.2577 0.9842
H 1.1001 2.0525 2.0647
H 2.1647 4.0029 2.6047
H 0.6561 4.5343 2.0106
H 2.1579 6.0255 1.1859
H 1.9832 5.0262 -0.2242
H -0.0352 4.3787 -0.4042
H -0.9375 3.6670 0.8826
H -0.7030 4.2596 -2.5190
H -2.1875 4.9182 -2.2988
H -2.6965 1.6118 -0.4925
H -2.8746 2.0308 -2.0722
H -3.2289 3.5923 0.4241
H -2.5406 4.9828 0.0717
C -2.8296 -1.2918 -1.7396
C -4.3373 -1.4995 -1.7275
N -4.9096 -1.6030 -3.0554
C -6.3565 -1.4952 -3.0734
C -7.1727 -2.5853 -2.3674
C -4.3364 -2.6284 -3.9068
C -4.3567 -4.0780 -3.4039
H -2.5548 -0.4415 -2.3630
H -2.4738 -1.0941 -0.7280
H -2.2975 -2.1720 -2.1039
H -4.7930 -0.6360 -1.2336
H -4.5715 -2.3745 -1.0997
H -6.6864 -1.4226 -4.1132
H -6.6171 -0.5321 -2.6223
H -7.1756 -3.5192 -2.9277
H -8.2129 -2.2638 -2.2813
H -6.8078 -2.7852 -1.3597
H -3.2972 -2.3562 -4.1082
H -4.8268 -2.5806 -4.8819
H -4.0243 -4.1588 -2.3681
H -3.6801 -4.6840 -4.0101
H -5.3451 -4.5280 -3.4831
C 5.5525 -3.7148 4.2438
C 4.2204 -3.0373 4.5287
N 3.3421 -3.0041 3.3762
C 2.2125 -2.1068 3.5343
C 1.1797 -2.4259 4.6214
C 3.0518 -4.2906 2.7692
C 2.4275 -5.3802 3.6501
H 6.0384 -3.2670 3.3762
H 6.2162 -3.5989 5.1012
H 5.4388 -4.7842 4.0628
H 4.4246 -2.0049 4.8241
H 3.7532 -3.5232 5.3997
H 1.6972 -2.0201 2.5730
H 2.6135 -1.1068 3.7340
H 0.5470 -3.2683 4.3469
H 0.5195 -1.5672 4.7598
H 1.6463 -2.6387 5.5834
H 3.9832 -4.6854 2.3545
H 2.4123 -4.1243 1.8987
H 2.9369 -5.4757 4.6097
H 2.5029 -6.3452 3.1452
H 1.3706 -5.2012 3.8391
*
```

Values from the calculation:
- SMILES string: CB(O)[C@](C#N)(CCN)[C@@](C#N)(CCCF)CC(N)(N)N.CCN(CC)CC.CCN(CC)CC
- Orbital gap: 0.2996 Eh
- Lowest unoccupied orbital energy: 0.35 eV
- F_max: 3.8 eV/Å
- Total energy: -1584.84680 Ha